1.
A structure of composition C24H42Cl3N4O3PdSSi, computed with wB97M-V/def2-TZVPD.

Values from the calculation:
Energy above the lowest of the compared OMol25 structures with the same formula, charge and spin   35.80 kcal per mole
Total charge   -1
Spin multiplicity   3
Orbital gap (alpha / beta)   6.358 / 4.607 eV
LUMO level (alpha / beta)   2.28 / 0.55 eV

```
79
Properties=species:S:1:pos:R:3:forces:R:3
C -0.482799 1.280269 -3.769241 -0.2 0.6 0.2
C 0.358971 0.061617 -3.896299 1.0 -1.0 -1.4
H 0.128382 2.187853 -3.833939 -0.2 0.0 0.2
H -1.044019 1.276308 -2.826950 0.2 0.1 -0.3
H -1.193357 1.320390 -4.611311 0.1 0.0 0.2
C 1.146060 -0.107003 -4.995965 -1.3 -0.1 1.2
C 1.387260 0.948506 -6.005701 0.3 0.4 -0.6
H 1.511171 -1.089269 -5.286948 0.1 0.3 0.4
H 1.614730 1.938152 -5.594610 -0.3 -0.1 0.1
H 0.537206 1.038992 -6.693376 0.0 0.2 0.0
H 2.259227 0.677673 -6.606649 -0.1 0.0 -0.1
Pd -2.104029 -0.741326 -0.349849 0.5 0.4 0.1
Cl -3.848912 -1.664081 0.877466 -1.6 -0.5 0.6
Cl -2.343394 -2.573617 -1.700944 -0.7 -0.6 -0.5
C -1.606951 -2.219554 3.291550 0.1 0.6 0.1
O -1.106858 -1.208459 3.799636 -0.6 -1.0 -0.3
N -1.025340 -3.441482 3.300785 0.0 -0.2 0.2
C 0.246932 -3.583142 3.975872 0.2 0.1 -0.2
C -1.526986 -4.580228 2.535741 0.0 0.4 -0.1
H -2.586374 -2.212163 2.772314 0.4 0.0 0.3
H 0.268105 -2.905475 4.833410 0.1 -0.1 -0.2
H 1.080616 -3.335527 3.302123 -0.1 0.0 0.2
H 0.357439 -4.614793 4.314966 0.0 0.0 0.0
H -2.604460 -4.470372 2.368041 0.2 0.0 0.0
H -1.335682 -5.502744 3.097317 -0.1 0.2 -0.1
H -1.033118 -4.660251 1.554495 -0.1 0.1 0.2
H -0.979704 6.211082 0.507462 0.1 0.1 0.0
H 1.162136 4.424429 -0.634321 0.3 -0.1 0.1
C -0.002539 6.583070 0.842990 -0.1 -0.4 0.2
C 1.742959 4.981351 0.109582 0.1 -0.1 -0.3
N 0.884170 5.474589 1.163383 0.0 0.2 0.4
H -0.154080 7.215266 1.726176 0.0 0.0 -0.2
C 0.760347 4.774843 2.319681 0.9 -1.5 0.0
O 1.312777 3.684869 2.544514 -1.0 2.1 -0.1
H 2.514670 4.335140 0.535482 -0.3 0.0 -0.1
H 0.114113 5.298813 3.065424 0.2 -0.3 -0.2
H 0.435452 7.156952 0.018741 -0.1 0.0 0.3
H 2.226770 5.832331 -0.381742 -0.1 -0.1 0.1
O -0.144507 -0.534846 -1.568432 1.7 1.4 -0.6
C 0.066598 -1.060713 -2.908564 -0.2 -0.1 -0.7
C 2.403589 -2.134180 -3.441364 -0.5 -0.4 0.5
C 1.043246 -2.270548 -3.079903 0.1 0.4 -0.4
H 2.797580 -1.151147 -3.711494 0.1 -0.5 0.8
C 3.212773 -3.272041 -3.548819 0.0 0.3 -0.3
H -0.914381 -1.475903 -3.231389 0.5 0.4 0.5
C 0.501271 -3.563369 -3.033436 -0.1 0.0 0.0
H 4.285456 -3.144904 -3.691180 -0.2 0.0 -0.2
C 2.670854 -4.550258 -3.494621 -0.9 0.4 0.6
C 1.299676 -4.690767 -3.214807 0.5 0.4 -0.4
H -0.581833 -3.675307 -2.883916 0.7 0.0 0.1
H 3.281155 -5.420232 -3.669832 0.2 -0.2 0.1
H 0.857275 -5.676559 -3.167008 -0.1 0.0 0.0
Si 1.358733 -0.161245 -0.428750 0.5 -4.5 1.6
Cl 2.181477 1.728959 -1.099604 -1.1 1.5 -0.6
C 3.157013 -0.773209 -0.789677 0.3 -0.2 -0.3
C 0.738802 -1.991854 0.195599 -0.3 -0.4 -0.6
C 1.412668 0.083396 1.471431 0.1 1.9 0.5
H 3.334449 -1.850370 -0.816288 -0.2 -0.1 0.1
H 3.709867 -0.350110 0.060339 -0.1 -0.1 0.0
H 3.627296 -0.337080 -1.677797 -0.2 -0.1 0.1
H 1.845443 1.022041 1.818024 0.0 0.4 0.0
H 2.061785 -0.700802 1.900409 -0.4 0.2 -0.6
H 0.424382 0.015780 1.937985 0.2 -0.2 0.0
H 0.829444 -2.673380 -0.647682 0.0 -0.4 0.1
H -0.334791 -2.006754 0.457897 0.3 -0.1 0.2
H 1.261221 -2.414963 1.054828 0.2 0.0 0.0
C -2.074371 3.281954 3.585733 0.3 0.2 -0.1
N -3.085714 2.246984 3.566761 0.1 -0.4 -0.7
C -4.124189 2.103276 4.466899 -0.1 -0.1 -0.2
C -4.842232 1.025922 4.079219 -0.1 -0.2 -0.1
N -4.240268 0.526305 2.938637 0.5 0.0 -0.3
C -3.135996 1.262967 2.600203 -1.2 -0.1 1.2
S -2.016991 1.112299 1.333140 0.3 0.7 -0.2
H -1.085665 2.820618 3.627040 0.0 0.1 0.0
H -2.131464 3.886943 2.673370 0.0 -0.2 0.1
H -2.227690 3.936388 4.449148 0.0 -0.3 -0.1
H -4.269652 2.780272 5.295671 0.1 -0.1 -0.2
H -5.733059 0.579675 4.525065 0.5 0.2 -0.3
H -4.490143 -0.326245 2.397859 0.3 0.5 0.1
```
Positions in Å, forces in eV/Å.



2.
A structure of composition C24H42Cl3N4O3PrSSi, computed with wB97M-V/def2-TZVPD.

Values from the calculation:
Energy above the lowest of the compared OMol25 structures with the same formula, charge and spin   39.00 kcal per mole
Spin multiplicity   3
Orbital gap (alpha / beta)   8.269 / 8.271 eV
LUMO level (alpha / beta)   0.28 / 0.29 eV

```
79
Properties=species:S:1:pos:R:3:forces:R:3
C 2.637657 -2.375100 -2.896229 -0.7 0.3 -0.1
C 3.418189 -2.675809 -1.669343 1.3 -0.3 0.7
H 3.183288 -1.669602 -3.531439 -0.2 0.0 0.0
H 1.666876 -1.924974 -2.615605 0.7 -0.4 -0.4
H 2.456623 -3.282481 -3.498482 0.1 0.2 0.2
C 4.730484 -2.981174 -1.736271 -1.0 0.0 0.2
C 5.499617 -2.955700 -3.009397 0.5 0.0 -0.3
H 5.271908 -3.332907 -0.862657 -0.1 0.2 -0.1
H 5.327333 -2.028736 -3.567108 0.0 -0.1 0.0
H 5.237427 -3.791159 -3.670080 0.0 0.1 0.0
H 6.573063 -3.030120 -2.800483 -0.2 0.0 -0.1
Pr -2.118576 0.228195 -0.561013 0.5 -0.1 -0.9
Cl -4.439202 -0.696195 -1.449997 0.0 0.1 0.1
Cl -1.507155 -2.173615 0.395730 -0.1 0.1 0.1
C -2.858815 -0.227245 2.519257 0.8 0.6 -0.7
O -2.507038 0.728460 1.757277 -0.8 -1.0 1.2
N -2.488536 -0.334032 3.790740 -0.1 0.2 -0.3
C -1.748928 0.738614 4.456190 0.2 0.0 -0.1
C -2.518355 -1.647928 4.427934 0.0 -0.1 -0.1
H -3.458710 -1.062428 2.123779 0.2 0.2 0.2
H -2.183573 1.714656 4.207093 0.2 -0.3 0.0
H -0.682715 0.717595 4.185921 -0.3 0.1 0.0
H -1.822111 0.570011 5.533746 -0.1 0.1 -0.2
H -3.353671 -2.217674 4.010905 0.2 0.0 0.2
H -2.627235 -1.526811 5.507705 -0.2 0.0 -0.2
H -1.585618 -2.196259 4.231913 -0.2 0.2 0.0
H -0.847933 3.866639 -4.774798 0.3 0.2 0.3
H 0.926609 1.755366 -2.839946 0.3 0.8 0.1
C -0.328908 4.420605 -3.970761 -0.2 0.2 0.0
C 1.126066 2.841212 -2.696797 -0.1 -0.6 -0.2
N -0.130333 3.585438 -2.789395 -0.4 0.0 0.3
H -0.928138 5.298452 -3.695691 0.2 -0.1 -0.2
C -1.162741 3.328399 -1.988150 0.3 -0.9 -0.1
O -1.205405 2.366482 -1.180574 0.2 1.5 -0.6
H 1.593370 2.976052 -1.711665 -0.2 0.1 -0.3
H -2.023002 4.007447 -2.113388 0.1 -0.2 0.1
H 0.656084 4.726473 -4.338252 -0.4 0.1 0.1
H 1.770964 3.228973 -3.492252 0.0 -0.2 0.4
O 1.952244 -1.478201 -0.147192 0.3 0.9 0.7
C 2.638743 -2.711926 -0.354783 -0.2 -0.3 -0.3
C 4.598903 -2.487466 1.265371 -0.1 -0.2 0.4
C 3.458773 -3.173152 0.842382 -0.5 0.0 -0.3
H 4.955357 -1.626594 0.689804 -0.2 -0.4 0.3
C 5.247179 -2.893029 2.440672 -0.1 0.3 -0.4
H 1.828678 -3.444372 -0.541824 0.3 0.1 0.3
C 3.003747 -4.304344 1.529976 0.4 0.5 -0.1
H 6.121931 -2.325187 2.781221 -0.4 -0.3 0.0
C 4.768113 -3.992729 3.151703 0.0 -0.1 0.0
C 3.671411 -4.719558 2.680257 -0.3 -0.1 -0.2
H 2.108200 -4.792515 1.130834 0.4 0.0 0.4
H 5.261191 -4.293263 4.074025 -0.1 0.0 -0.2
H 3.304641 -5.612632 3.187327 0.2 0.3 0.1
Si 1.703439 -0.423992 1.144921 1.5 -1.3 0.2
Cl 0.351398 -0.231269 -2.233052 -1.8 0.0 -0.4
C 3.288596 0.410601 1.659975 0.3 0.2 0.3
C 1.119903 -1.446218 2.606035 -0.3 -0.1 0.1
C 0.653750 1.033396 0.701366 -0.9 -0.5 -0.8
H 3.937947 -0.221470 2.278393 -0.1 0.3 -0.2
H 2.971953 1.283222 2.256653 0.3 -0.2 -0.1
H 3.840949 0.775932 0.782813 0.0 0.0 0.2
H 1.163514 1.979896 0.458069 -0.1 -0.5 0.2
H -0.169702 1.227310 1.405833 0.3 -0.1 -0.2
H 0.312305 0.621936 -0.288650 0.1 0.8 0.7
H 1.892755 -2.153995 2.941021 -0.1 0.3 -0.2
H 0.232597 -2.027555 2.327343 0.1 0.1 0.1
H 0.873758 -0.797634 3.452010 0.0 0.0 0.1
C -5.807263 4.824191 -2.454750 0.0 0.0 0.0
N -6.406823 3.654837 -1.828957 0.7 0.0 0.2
C -7.719483 3.260329 -1.978993 0.0 -0.8 0.4
C -7.847177 2.074954 -1.320768 0.2 0.7 -0.4
N -6.615554 1.781460 -0.776674 0.8 0.1 0.2
C -5.694006 2.755379 -1.072658 -1.6 0.0 -0.4
S -4.107660 2.946349 -0.594912 0.4 -0.3 0.1
H -5.413497 5.523075 -1.707829 -0.1 -0.2 -0.1
H -4.978114 4.510717 -3.098402 -0.2 0.1 0.1
H -6.577301 5.316924 -3.056229 0.2 -0.1 0.1
H -8.421313 3.858745 -2.534663 0.0 -0.1 0.1
H -8.690981 1.429409 -1.196279 -0.1 -0.1 0.0
H -6.361957 0.919324 -0.289810 0.0 0.5 -0.4
```
Positions in Å, forces in eV/Å.



3.
A structure of composition C24H42FeO2P2, computed with wB97M-V/def2-TZVPD.

Values from the calculation:
Energy above the lowest of the compared OMol25 structures with the same formula, charge and spin   55.15 kcal per mole
Total charge   +1
Spin multiplicity   6
Orbital gap (alpha / beta)   6.545 / 5.210 eV
LUMO level (alpha / beta)   -3.02 / -4.54 eV

```
71
Properties=species:S:1:pos:R:3:forces:R:3
Fe -0.194823 2.062613 1.187731 -1.6 -2.2 1.9
C 1.295472 -1.090379 2.761539 -1.0 0.0 0.3
C 1.897708 0.118203 2.417667 -0.9 0.4 0.5
C -0.287344 0.550757 3.135089 2.2 1.9 -0.3
C -0.035047 -0.849178 3.215946 1.5 -1.5 0.1
C 0.926967 1.188820 2.636337 -0.7 -1.4 1.0
C 1.978380 -2.417935 2.790901 0.0 -0.2 -0.1
H 2.874609 -2.382235 2.151581 -0.3 -0.3 0.2
H 1.282831 -3.186946 2.420460 0.5 0.1 0.2
H 2.293382 -2.705422 3.810948 -0.1 0.1 -0.4
C -0.893601 -1.863878 3.850713 -0.2 -0.1 -0.3
H -0.543845 -2.867829 3.575367 0.0 0.2 0.2
H -1.982626 -1.745900 3.506139 1.0 -0.1 0.5
H -0.884452 -1.787894 4.955711 0.0 0.1 -0.4
C -1.390656 1.323201 3.740256 -0.8 -0.1 0.3
H -1.055340 1.798125 4.691124 -0.2 -0.1 -0.6
H -2.236447 0.653639 3.971291 0.2 0.4 -0.2
H -1.756884 2.105191 3.031161 0.0 -0.2 0.6
C 1.222717 2.656900 2.774844 0.5 -0.5 1.3
H 0.872806 3.050941 3.749075 0.0 0.0 -0.7
H 0.805807 3.300393 1.954435 0.3 1.0 0.1
H 2.302782 2.796195 2.746250 -0.1 0.3 -0.2
C 3.331605 0.314393 2.118749 0.4 0.0 -0.1
H 3.913778 0.167182 3.043510 -0.1 0.1 -0.3
H 3.537163 1.325843 1.737598 0.1 -0.4 0.0
H 3.695442 -0.444874 1.407069 0.0 0.4 0.1
C -1.091430 -2.844150 -0.209757 0.8 -0.8 -0.2
C 0.232866 -3.074707 -0.138926 -2.0 -0.6 1.3
C 1.382909 -2.680087 -0.973554 0.8 0.0 -0.6
C 1.214861 -2.447699 -2.506957 -0.1 -0.1 -0.9
C 0.989646 -0.949602 -2.637500 -0.3 -0.8 0.1
C 0.032885 -0.417936 -1.691885 1.6 1.0 1.6
C -1.373125 -0.758619 -1.411655 -1.4 0.4 0.0
C -1.753174 -2.233610 -1.393810 -0.5 0.8 -0.2
H 2.116728 -3.472935 -0.867309 0.3 -0.1 0.0
H 0.407619 -3.067358 -2.945279 0.6 0.2 0.3
H 1.850762 -1.787523 -0.486734 -0.1 -0.5 -0.4
H -1.461852 -2.671204 -2.348529 -0.1 -0.3 0.1
H -1.760964 -3.094116 0.624298 0.5 -0.2 -0.3
H 0.510604 -3.668103 0.737606 0.1 0.5 -0.2
H -2.850395 -2.286379 -1.324354 0.4 -0.1 0.1
H -1.643672 -0.317534 -0.445957 0.1 -0.2 0.2
H 0.526798 -0.025592 -0.774509 -0.3 0.4 -0.7
H -2.062192 -0.213779 -2.067635 0.0 -0.2 -0.2
H 2.159177 -2.649290 -3.030512 -0.3 -0.4 0.1
H 1.940887 -0.433834 -2.647058 0.3 0.2 0.5
P -0.043183 0.562964 -3.451431 -1.2 -1.8 -1.1
C -1.328807 -0.344773 -4.418566 -0.7 -0.1 -0.5
C 1.148288 1.052027 -4.778206 0.5 0.7 0.1
P -0.355130 2.360366 -0.837275 0.3 1.7 -2.4
C -0.867830 1.977053 -2.573172 -0.4 0.5 -1.0
C 1.192290 3.224826 -1.284744 -0.1 0.0 -0.3
C -1.561452 3.731459 -0.594741 0.1 -0.1 -0.2
H -2.368394 -0.138444 -4.134193 0.4 0.1 0.3
H -1.193987 -1.431647 -4.352188 0.2 0.3 0.3
H -1.319595 -0.132053 -5.500947 0.5 0.3 0.4
H 0.696771 1.375706 -5.732676 -0.3 0.0 0.7
H 1.781312 0.187475 -5.032058 -0.3 0.2 0.4
H 1.793263 1.872219 -4.436433 0.0 -0.2 -0.1
H -1.867546 3.964633 -1.615111 -0.4 0.6 0.3
H -1.072529 4.577901 -0.106145 -0.2 0.0 -0.2
H -2.411134 3.386984 0.007562 0.1 0.2 -0.3
H -1.970332 1.884338 -2.586172 0.5 -0.5 -0.2
H -0.660307 2.882359 -3.166540 -0.1 -0.1 0.2
H 1.348001 4.072365 -0.612228 0.1 -0.1 -0.1
H 1.104487 3.566453 -2.317679 0.4 0.2 0.1
H 2.017182 2.516030 -1.173933 0.1 0.2 -0.1
O -3.483235 -1.652803 3.065805 -0.7 1.2 -2.1
C -3.586627 -1.031088 1.953399 -0.4 -0.6 1.4
O -2.763374 -0.261198 1.391070 0.2 -0.1 0.1
H -4.567452 -1.179023 1.445127 0.1 0.0 -0.1
```
Positions in Å, forces in eV/Å.